(1)
Entry from OMol25: C12H16AuClV as an isolated structure (ωB97M-V with the def2-TZVPD basis set).

```
! RIJCOSX wB97M-V def2-TZVPD def2/J DEFGRID3
* xyz -1 5
Au -0.96310 0.53598 0.31376
Cl -3.41525 -0.25072 -1.37915
C 0.57371 1.23856 -2.05297
H 1.52420 1.68595 -2.42642
H -0.08603 2.02885 -1.70918
H 0.05962 0.74124 -2.89450
V -3.04069 1.44776 1.25911
C -4.19151 0.37427 2.44719
C -3.94651 3.08429 0.63779
C -2.32023 2.36385 2.80121
H -3.35834 3.98258 0.85518
H -4.13404 3.05164 -0.43523
H -4.93108 3.24822 1.09827
H -3.71702 0.22009 3.42593
H -5.16843 0.82981 2.64058
H -4.40333 -0.60122 2.00813
H -1.57745 3.27497 2.52868
H -1.66045 1.71208 3.46999
C 0.79836 0.29824 -0.94512
C 1.62950 -0.65164 -0.49142
C 2.60125 -1.57493 -0.71911
C 3.03559 -1.84950 -2.03726
C 4.08677 -2.66565 -2.31665
C 4.78353 -3.31921 -1.23780
C 4.32927 -3.09374 0.09628
C 3.26157 -2.27473 0.34558
H 2.47263 -1.34351 -2.86268
H 4.42302 -2.83866 -3.32428
H 5.59579 -3.95082 -1.42825
H 4.86246 -3.59644 0.93565
H 2.87619 -2.10760 1.39673
*
```

The value obtained for the HOMO-LUMO gap (spin up / spin down) is 6.068 / 6.174 eV. The value obtained for the relative energy (zero: lowest compared OMol25 entry of this formula, charge and spin) is 86.3 kJ/mol. The expectation value of S² is 6.066. The calculation puts the molar mass at 443.624 g/mol. As for the HOMO energy (spin up / spin down): -3.07 / -4.97 eV. For the total energy, the calculation gives -54598.4519 eV.

(2)
Entry from OMol25: C12H16BBrCl2F4O2PdSe2 as an isolated structure (ωB97M-V with the def2-TZVPD basis set).

```
! RIJCOSX wB97M-V def2-TZVPD def2/J DEFGRID3
* xyz 0 1
Pd 0.35149 0.31285 -0.01159
Cl 1.45262 0.64687 2.49082
C 0.15096 -0.22793 3.35173
Cl -0.38748 -1.59826 2.39992
H -0.67413 0.46273 3.46717
H 0.56250 -0.57588 4.29122
O 2.78763 3.68606 0.62256
C 2.89075 2.62104 -0.29153
C 2.42968 2.98059 -1.71500
C 3.53984 3.78992 -2.41074
O 3.96340 4.91550 -1.65216
C 2.25358 1.70493 -2.53980
Se 0.48336 0.87372 -2.30846
C 1.14728 3.80307 -1.70806
Se -0.42804 2.75150 -1.19466
H 3.43920 4.34924 0.36114
H 2.27229 1.81299 0.10152
H 3.91874 2.23943 -0.35430
H 3.21048 4.09518 -3.40942
H 4.42246 3.15803 -2.52868
H 3.41452 5.67475 -1.87150
H 2.99757 0.94984 -2.28172
H 2.31618 1.90831 -3.60952
H 0.95188 4.21893 -2.69687
H 1.20252 4.60081 -0.96913
Br 3.07467 -5.57250 -1.30320
C 2.30273 -3.87354 -0.96984
C 0.95273 -3.67867 -1.21185
C 0.39310 -2.42844 -0.97609
C 1.18063 -1.40050 -0.48108
C 2.53524 -1.60059 -0.25823
C 3.10240 -2.84788 -0.49386
H 0.34233 -4.49039 -1.58282
H -0.66450 -2.26779 -1.15147
H 3.15802 -0.80215 0.12926
H 4.15354 -3.01879 -0.30591
F -2.17208 -0.08032 -0.23806
B -2.64767 0.83288 0.75654
F -3.55727 0.22396 1.58466
F -3.13928 1.96730 0.12442
F -1.47845 1.21535 1.51807
*
```

The value obtained for the HOMO-LUMO gap is 7.746 eV. The value obtained for the relative energy (zero: lowest compared OMol25 entry of this formula, charge and spin) is 29.7 kJ/mol. The calculation puts the molar mass at 694.212 g/mol. As for the HOMO energy: -8.89 eV. For the total energy, the calculation gives -257610.0605 eV.

(3)
Entry from OMol25: C12H16BiCl3N as an isolated structure (ωB97M-V with the def2-TZVPD basis set).

```
! RIJCOSX wB97M-V def2-TZVPD def2/J DEFGRID3
* xyz -1 1
Bi 2.11638 -0.12881 -0.24057
Cl 0.14875 -1.84095 -0.31236
Cl 1.72479 2.18104 0.76345
C 4.15451 -0.75474 -0.19239
H 4.86928 0.06688 -0.45993
H 4.29442 -1.34959 -1.13814
C -0.47780 1.61879 -1.72106
C 0.65785 1.05104 -2.01700
H -0.50610 2.48772 -1.04979
C 0.79413 -0.04221 -3.05508
H 1.63772 1.47354 -1.67626
C -0.45576 -0.10109 -3.92147
H 1.76105 0.00050 -3.59158
H 0.81143 -0.92707 -2.39763
C -1.73493 -0.12493 -3.06977
H -0.42480 0.80676 -4.53377
H -0.41929 -0.99387 -4.54728
C -1.78179 0.95249 -1.97593
H -2.61095 -0.03477 -3.72312
H -1.80058 -1.07497 -2.52317
H -2.67533 1.57437 -2.10250
H -1.99025 0.45537 -1.01493
Cl -1.60856 2.02453 5.31607
C -1.05362 0.61554 4.52248
C -1.25980 -0.65628 5.07518
C -0.83274 -1.77710 4.37857
C -0.21368 -1.58634 3.12885
N 0.02389 -0.37385 2.65742
C -0.37277 0.72263 3.28560
H -1.76045 -0.72838 6.04219
H -0.95568 -2.79551 4.75406
H 0.09221 -2.42759 2.50190
H -0.15152 1.68687 2.83796
*
```

The value obtained for the HOMO-LUMO gap (spin up / spin down) is 5.774 / 5.775 eV. The value obtained for the relative energy (zero: lowest compared OMol25 entry of this formula, charge and spin) is 197.0 kJ/mol. The calculation puts the molar mass at 489.606 g/mol. As for the HOMO energy (spin up / spin down): -3.02 / -3.02 eV. For the total energy, the calculation gives -57599.5179 eV.

(4)
Entry from OMol25: C12H16BrCl2NY as an isolated structure (ωB97M-V with the def2-TZVPD basis set).

```
! RIJCOSX wB97M-V def2-TZVPD def2/J DEFGRID3
* xyz -1 1
Y 2.12298 0.24017 -0.26813
Cl 1.78684 -1.92871 -1.46468
Cl 3.29362 2.29623 -1.04486
C 3.85559 -0.46167 0.78694
H 4.64307 0.20230 1.19835
H 4.04826 -1.52709 1.01853
C -1.04148 1.01506 -0.80053
C -0.13281 1.26686 -1.68450
H -1.04605 1.52498 0.17021
C -0.10960 0.66004 -3.07131
H 0.64213 2.03933 -1.51726
C -1.44324 -0.03118 -3.42447
H 0.12921 1.41836 -3.83425
H 0.69617 -0.09517 -3.12913
C -1.98704 -0.83290 -2.24258
H -2.17619 0.73875 -3.69562
H -1.30923 -0.68471 -4.29444
C -2.17861 0.05653 -0.99812
H -2.94147 -1.30161 -2.51151
H -1.27927 -1.63515 -1.99365
H -3.13259 0.60049 -1.10251
H -2.29794 -0.57640 -0.10553
Br -0.68608 -3.27855 3.54720
C -0.24448 -1.46885 3.18983
C -0.59959 -0.45546 4.08059
C -0.23752 0.86137 3.78053
C 0.46549 1.12774 2.60214
N 0.77456 0.14664 1.72965
C 0.45379 -1.14527 2.01639
H -1.13160 -0.70493 4.99099
H -0.48888 1.69057 4.43711
H 0.78162 2.14320 2.34001
H 0.77038 -1.90098 1.29461
*
```

The value obtained for the HOMO-LUMO gap (spin up / spin down) is 4.091 / 4.096 eV. The value obtained for the relative energy (zero: lowest compared OMol25 entry of this formula, charge and spin) is 0.0 kJ/mol. The calculation puts the molar mass at 413.983 g/mol. As for the HOMO energy (spin up / spin down): -1.58 / -1.59 eV. For the total energy, the calculation gives -110326.3360 eV.

(5)
Entry from OMol25: C12H16Cl12NO2V as an isolated structure (ωB97M-V with the def2-TZVPD basis set).

```
! RIJCOSX wB97M-V def2-TZVPD def2/J DEFGRID3
* xyz 1 2
O -3.92923 -1.03257 -0.10075
V -2.86058 -2.12736 0.18956
C -0.45224 1.51421 1.25314
C -0.33245 0.05769 0.77702
C 0.89942 -0.60524 1.41262
O -1.55496 -0.59792 0.97622
H 0.41926 2.04241 0.86932
H -0.48612 1.62276 2.34085
H -1.43707 1.94266 1.05513
H -0.12316 0.12628 -0.29889
H 0.86962 -1.67136 1.18835
H 1.01015 -0.29907 2.45006
H 1.70795 -0.16875 0.82163
N -1.66490 -2.28909 -1.71274
C -2.19271 -2.07092 -2.93399
C -1.43297 -2.00562 -4.09777
C -0.04596 -2.08303 -3.94291
C 0.49578 -2.45504 -2.72761
C -0.33466 -2.58750 -1.65744
H -3.21171 -1.72971 -3.06793
H -1.79780 -1.77036 -5.08555
H 0.53495 -1.89489 -4.83600
H 1.56722 -2.58630 -2.67480
H 0.06706 -2.85436 -0.68870
C -1.19706 2.34911 -2.41085
Cl 0.10060 1.72055 -3.38132
Cl -2.41972 1.13314 -2.14528
Cl -2.02295 3.80165 -3.08380
H -0.68422 2.65124 -1.50218
C 1.62164 4.96418 -0.28369
Cl 2.62294 6.31662 0.26096
Cl 2.42485 3.40985 -0.53358
Cl 0.73275 5.47037 -1.72819
H 0.96827 4.66207 0.52826
C -0.98953 1.23975 5.33231
Cl 0.24686 2.55544 5.16350
Cl -2.62961 1.94298 5.24895
Cl -0.79214 0.25354 6.77017
H -0.89529 0.59339 4.46783
C 3.36832 -3.90595 1.64111
Cl 4.02862 -5.44323 2.02538
Cl 3.05188 -3.86129 -0.14062
Cl 4.35855 -2.54085 2.16760
H 2.39035 -3.78949 2.09463
*
```

The value obtained for the HOMO-LUMO gap (spin up / spin down) is 7.067 / 7.803 eV. The value obtained for the relative energy (zero: lowest compared OMol25 entry of this formula, charge and spin) is 0.0 kJ/mol. The expectation value of S² is 1.069. The calculation puts the molar mass at 682.645 g/mol. As for the HOMO energy (spin up / spin down): -12.94 / -13.02 eV. For the total energy, the calculation gives -194236.2069 eV.

(6)
Entry from OMol25: C12H16Cl3F5OTc as an isolated structure (ωB97M-V with the def2-TZVPD basis set).

```
! RIJCOSX wB97M-V def2-TZVPD def2/J DEFGRID3
* xyz -2 4
C 1.46556 -0.66386 -0.50140
C 2.04230 0.60409 -0.37530
C 1.07932 1.59865 -0.74783
C 3.46520 0.86631 -0.05150
C -0.08565 0.96948 -1.19895
C 0.07017 -0.50492 -1.01916
C -0.47786 -1.41842 -2.08523
C 2.21157 -1.93746 -0.38392
C 1.31542 3.05112 -0.64315
C -1.20943 1.60323 -1.90671
Tc -0.86241 -0.85621 0.90226
Cl 2.61012 1.90986 3.20352
Cl -0.20091 -1.28965 3.06454
Cl -1.03563 1.30948 1.54742
H 3.88852 0.02611 0.51190
H 3.53426 1.75522 0.58324
H 4.06307 1.01731 -0.96468
H 1.69054 3.29725 0.35876
H 0.38501 3.59031 -0.82873
H 2.06737 3.37528 -1.37241
H -1.45912 2.57991 -1.46985
H -2.09073 0.95537 -1.85662
H -0.97203 1.77581 -2.96898
H -1.16688 -0.85437 -2.72977
H -1.01597 -2.26813 -1.63154
H 0.33552 -1.77579 -2.72182
H 2.83067 -1.91585 0.53041
H 2.90873 -2.08832 -1.23312
H 1.53308 -2.80251 -0.32194
O -0.83781 -2.70463 0.63279
H -1.28074 -3.31615 1.24269
F -3.63587 -2.03456 0.66964
C -3.04873 -0.89278 1.16329
F -3.61599 0.17260 0.48583
C -3.48771 -0.79997 2.68201
F -4.83562 -0.64833 2.71866
F -3.20588 -1.93860 3.35743
F -2.97148 0.25310 3.35819
*
```

The value obtained for the HOMO-LUMO gap (spin up / spin down) is 6.473 / 6.446 eV. The expectation value of S² is 3.793. The calculation puts the molar mass at 475.608 g/mol. As for the HOMO energy (spin up / spin down): -1.19 / -1.20 eV. For the total energy, the calculation gives -68106.8744 eV.

(7)
Entry from OMol25: C12H16Cl6O3Ru as an isolated structure (ωB97M-V with the def2-TZVPD basis set).

```
! RIJCOSX wB97M-V def2-TZVPD def2/J DEFGRID3
* xyz -2 5
C 0.95514 0.84153 -1.02211
C 0.11538 1.97491 -0.65425
C -1.23332 1.56961 -0.73563
C 0.60379 3.34321 -0.40988
C -1.28517 0.24676 -1.29653
C 0.03031 -0.18812 -1.52917
C 0.42587 -1.39037 -2.28144
C 2.33342 0.99894 -1.53539
C -2.39006 2.39317 -0.34085
C -2.51406 -0.53766 -1.57649
Ru 0.84918 0.07289 1.00680
Cl -0.07798 1.62877 2.46130
Cl 2.80684 1.04858 1.70414
Cl -1.43178 -0.73900 1.43036
H 1.69088 3.39289 -0.51527
H 0.35294 3.67533 0.60630
H 0.16088 4.05009 -1.12650
H -2.19215 2.92393 0.59923
H -3.28431 1.77767 -0.19931
H -2.61475 3.14198 -1.11282
H -3.20478 -0.51923 -0.72388
H -2.26023 -1.58635 -1.76748
H -3.03539 -0.14462 -2.45955
H -0.28439 -2.20722 -2.10372
H 1.40942 -1.72892 -1.93809
H 0.45740 -1.19768 -3.36575
H 2.91770 1.59653 -0.83593
H 2.32144 1.48417 -2.51935
H 2.80193 0.01815 -1.61937
O 1.77503 -1.39920 0.22365
H 1.28856 -2.21343 0.58264
Cl -1.19447 -4.53931 3.36443
C 0.17086 -3.50722 3.77057
Cl -0.25502 -2.49335 5.16155
Cl 1.63413 -4.47085 4.09124
C 0.62144 -2.61913 2.49791
O 0.53658 -3.25494 1.42365
O 0.99874 -1.44251 2.74499
*
```

The value obtained for the HOMO-LUMO gap (spin up / spin down) is 4.998 / 5.752 eV. The value obtained for the relative energy (zero: lowest compared OMol25 entry of this formula, charge and spin) is 0.0 kJ/mol. The expectation value of S² is 6.029. The calculation puts the molar mass at 522.045 g/mol. As for the HOMO energy (spin up / spin down): -0.22 / -0.98 eV. For the total energy, the calculation gives -96564.2702 eV.